Entry from the Open Molecules 2025 dataset: 7 unconnected molecules or ions with the total composition C12H37F3N8O9S at a distorted geometry (ωB97M-V/def2-TZVPD).

```
70
Properties=species:S:1:pos:R:3:forces:R:3:lowdin_spin:R:1
C -1.212 -2.368 3.196 -1.592 -1.106 0.322 0.000
H -4.811 -0.990 -0.008 -0.786 -0.127 -0.236 0.000
H 4.872 -1.603 -1.152 -0.216 -0.181 0.042 0.000
O 1.480 0.951 1.016 0.062 0.210 -0.151 0.011
H 0.649 2.965 -5.955 -0.314 -0.671 0.313 0.000
H 0.937 4.568 -5.584 0.068 0.507 0.776 0.000
F 4.379 0.142 1.623 1.138 0.366 -1.162 0.000
H 4.136 -0.485 -2.167 0.140 -0.378 0.020 0.000
C -3.373 0.063 -0.529 0.582 -0.173 -0.651 0.001
H 2.321 -0.343 -2.507 -0.611 -0.545 -0.384 0.000
H -3.835 1.915 -0.793 1.053 0.787 -0.164 0.000
O 1.199 3.235 -3.950 0.754 0.405 1.370 0.003
H 1.860 4.332 -1.570 -0.220 -0.758 -0.401 0.004
H -5.265 0.624 -0.290 -0.050 -0.255 -0.050 0.000
H 0.574 -2.967 2.323 0.380 0.112 0.443 0.000
O 1.545 2.409 3.078 0.598 -2.299 -1.652 0.003
H -2.061 1.452 -0.766 -0.682 0.665 -0.062 0.005
H -0.659 2.595 -3.859 -0.724 -0.065 0.004 0.002
N 0.188 1.787 -1.443 2.433 2.983 -1.494 0.660
H -1.262 -4.290 4.205 0.135 0.123 0.173 0.000
N 2.015 -1.207 -2.084 -4.235 2.691 -2.051 0.000
S 2.257 1.857 1.900 0.849 3.220 2.816 -0.001
H -2.130 -4.652 -0.557 0.061 0.106 -0.342 0.000
H -0.894 -0.620 -0.049 -2.080 0.083 -0.391 0.001
H -0.155 -1.639 0.909 -0.852 -2.309 1.098 0.000
O -0.603 -2.558 -2.262 0.510 2.104 -1.615 0.000
H 1.060 -3.762 -0.976 0.452 -0.253 0.462 0.000
H -1.521 -2.875 5.306 -0.589 -0.268 -0.083 0.000
C -1.966 1.230 2.735 0.751 0.175 0.241 0.000
N 4.060 -1.383 -1.711 5.546 1.388 0.248 0.000
H 0.027 -3.110 4.727 0.356 -0.647 -0.109 0.000
C -0.801 -3.516 -1.557 0.000 0.387 -0.048 0.000
H -2.818 -3.689 -1.772 0.459 0.195 -0.017 0.000
H 0.604 1.889 -0.529 -0.099 -1.468 1.950 0.024
H 2.269 3.459 -5.725 0.197 -0.067 0.742 0.000
F 3.223 -0.333 3.277 -0.776 -0.069 0.704 0.000
N -1.973 -4.049 -1.352 -4.509 -1.425 0.384 0.000
O -1.780 -0.159 2.363 0.497 1.008 0.997 0.000
O -2.549 -0.785 -0.457 3.219 -3.570 0.724 0.004
H -0.041 -0.686 3.537 0.108 1.116 0.034 0.000
C -1.112 -0.859 3.429 -0.197 -1.444 -0.501 0.000
H -1.049 1.720 3.064 0.693 -0.241 -0.562 0.000
H 0.372 5.087 -1.032 -0.312 -0.031 -0.348 0.012
C -0.073 3.385 -3.390 -0.987 -1.355 0.017 0.002
C -0.105 3.142 -1.853 -0.273 0.060 -1.727 0.105
H 1.082 -1.582 -2.178 -0.528 0.055 -0.144 0.000
H 1.003 3.803 -0.101 0.409 0.045 0.067 0.000
H -0.574 4.325 -3.622 0.280 0.312 0.108 0.000
N -3.055 1.273 -0.768 1.345 4.926 -0.703 0.004
C 1.272 3.571 -5.298 -0.237 0.156 -2.132 0.000
C 3.722 0.687 2.600 -1.007 1.622 1.174 0.000
N -0.418 -2.975 2.131 0.409 1.346 -1.145 0.001
O 2.890 2.986 1.205 -0.163 -2.014 -0.462 0.003
H 0.503 -0.269 0.705 1.045 1.612 0.579 0.000
H -1.680 -0.683 4.343 0.389 0.237 0.259 0.000
H -2.363 1.801 1.896 -0.139 -0.353 -0.027 0.000
H -2.257 -2.483 2.907 -0.150 -0.192 -0.331 0.000
N 0.124 -4.132 -0.884 2.649 -1.297 1.420 0.000
O 2.659 -2.752 -0.654 -0.538 -2.662 2.226 0.000
H -2.549 1.429 3.634 -0.860 -0.755 -0.091 0.000
F 4.529 1.402 3.462 -1.087 -0.897 -1.691 0.000
H -1.107 3.234 -1.435 -0.266 1.148 -0.070 0.029
C 0.882 4.129 -1.134 -0.358 0.290 1.526 0.100
N -4.643 -0.137 -0.523 -4.618 -2.077 1.184 0.001
H -0.094 -4.982 -0.385 0.518 0.250 -0.247 0.000
H 0.891 1.452 -2.086 0.011 -1.509 -0.453 0.022
C -1.009 -3.252 4.420 0.422 1.505 0.919 0.000
H -0.630 -3.960 2.068 -0.277 0.018 -0.261 0.000
O -0.044 -0.929 0.273 1.358 -0.390 -1.275 0.002
C 2.889 -1.838 -1.382 0.453 -0.363 -0.109 0.000
```
Positions in Å, forces in eV/Å.

Its net charge is +1. As for the spin multiplicity: 2. Its total energy is -62371.0981 eV. As for the frontier orbital gap (spin up / spin down): 9.615 / 3.693 eV. The expectation value of S² is 0.754.


Entry from the Open Molecules 2025 dataset: a molecular structure, C4H7AuO2 at a distorted geometry (ωB97M-V/def2-TZVPD).

```
14
Properties=species:S:1:pos:R:3:forces:R:3:lowdin_spin:R:1
H -1.284 -1.312 0.048 0.373 0.141 0.249 0.013
H -2.599 1.832 0.193 -0.087 0.275 -0.022 0.001
C -0.533 -0.537 -0.128 0.835 -2.086 -1.301 0.318
C -0.950 0.815 0.077 0.107 3.667 0.956 0.200
O -2.284 0.957 0.436 1.831 -0.737 0.103 0.112
O 1.910 -0.277 0.954 -1.018 -8.620 -2.249 0.558
Au 1.956 1.410 1.497 -0.395 8.179 2.190 1.334
C 0.615 -0.854 -1.058 -1.162 0.581 0.471 0.089
H 0.488 -1.757 -1.666 0.167 0.303 0.276 0.017
H 1.144 -2.153 0.659 -0.057 0.566 0.096 0.007
H -0.635 1.505 -0.719 -0.368 -0.305 -0.126 0.018
H 1.062 0.012 -1.556 -0.084 -0.295 0.141 0.005
H -0.009 1.460 0.928 -0.997 -1.090 -0.572 0.119
C 1.121 -1.100 0.334 0.856 -0.580 -0.212 0.209
```
Positions in Å, forces in eV/Å.

Its net charge is +1. As for the spin multiplicity: 4. Its total energy is -12033.0431 eV. The energy relative to the best compared isomer or geometry (same formula, charge and spin) is 13.37 kcal/mol. As for the frontier orbital gap (spin up / spin down): 8.421 / 6.782 eV. The expectation value of S² is 3.769.


Which value of net charge does entry 2 give?
+1